C55H55N4O6PS2SbW | ωB97M-V/def2-TZVPD

Results
* electronic energy: -115481.1388 eV
* gap between HOMO and LUMO (alpha / beta): 4.83 / 5.13 eV
* total charge: +2
* energy relative to the best compared isomer or geometry (same formula, charge and spin): 468.6 kJ/mol
* spin multiplicity: 2

Positions of all 125 atoms, in Å:
W (0.2092, 0.5672, 1.1671)
C (-5.4675, 8.4407, -0.9750)
O (-5.6748, 7.0567, -0.6829)
C (-4.6050, 6.3020, -0.3977)
C (-3.2858, 6.7622, -0.4175)
C (-2.2522, 5.8985, -0.1087)
C (-2.4874, 4.5649, 0.2410)
C (-3.8225, 4.1271, 0.2447)
C (-4.8629, 4.9683, -0.0702)
C (-1.4486, 3.6066, 0.5872)
C (-0.1376, 3.7562, 0.9558)
C (0.6099, 4.9657, 1.1495)
C (1.9087, 4.6320, 1.2264)
C (2.0177, 3.2009, 1.1319)
N (0.7427, 2.6419, 1.0215)
C (3.2189, 2.5250, 1.1829)
C (3.2810, 1.1517, 1.4569)
C (4.4513, 0.3756, 1.5948)
C (4.1156, -0.7360, 2.3202)
C (2.7399, -0.6253, 2.6318)
C (2.0931, -1.2607, 3.6985)
C (2.8162, -2.2069, 4.5843)
C (2.3227, -3.4898, 4.7755)
C (2.9625, -4.4048, 5.6032)
C (4.1281, -4.0265, 6.2647)
O (4.8304, -4.8275, 7.0887)
C (4.3900, -6.1732, 7.2485)
C (4.6282, -2.7316, 6.0958)
C (3.9837, -1.8422, 5.2639)
C (0.8119, -0.8759, 3.9998)
N (-0.0361, -0.2253, 3.1327)
C (-1.3029, -0.3196, 3.7189)
C (-2.3624, -0.2446, 2.9092)
C (-3.7567, -0.2521, 3.3931)
C (-4.0821, 0.6695, 4.4025)
C (-5.3464, 0.7309, 4.9415)
C (-6.3397, -0.1398, 4.4878)
O (-7.5448, -0.0060, 5.0705)
C (-8.6012, -0.8557, 4.6295)
C (-6.0385, -1.0700, 3.4950)
C (-4.7580, -1.1152, 2.9559)
C (-1.9336, 0.0372, 1.5080)
C (-0.8344, 0.6060, -0.8299)
C (-1.7179, 1.6106, -0.9033)
C (-1.7373, 2.2106, 0.4026)
N (-1.7028, 1.4292, 1.4817)
C (-1.1824, -0.8181, 5.0736)
C (0.0942, -1.1987, 5.2275)
N (2.1832, 0.4674, 1.9889)
C (4.4854, 3.2969, 1.0914)
C (4.7434, 4.1488, 0.0092)
C (5.9089, 4.8772, -0.0663)
C (6.8574, 4.7867, 0.9553)
O (7.9641, 5.5295, 0.7918)
C (8.9516, 5.5049, 1.8205)
C (6.6131, 3.9613, 2.0519)
C (5.4378, 3.2238, 2.1028)
H (-6.4541, 8.8661, -1.1181)
H (-4.8828, 8.5582, -1.8880)
H (-4.9722, 8.9412, -0.1424)
H (-3.0587, 7.7813, -0.6892)
H (-1.2464, 6.2757, -0.1912)
H (-4.0616, 3.1091, 0.5417)
H (-5.8893, 4.6281, -0.0532)
H (0.1988, 5.9543, 1.2366)
H (2.7433, 5.2940, 1.3812)
H (5.4287, 0.6634, 1.2414)
H (4.7655, -1.5241, 2.6659)
H (1.4205, -3.7943, 4.2547)
H (2.5507, -5.3950, 5.7236)
H (5.1235, -6.6567, 7.8841)
H (4.3477, -6.6861, 6.2861)
H (3.4117, -6.2064, 7.7313)
H (5.5226, -2.4509, 6.6362)
H (4.3735, -0.8360, 5.1573)
H (-3.3242, 1.3632, 4.7477)
H (-5.5949, 1.4486, 5.7119)
H (-9.4768, -0.5672, 5.2001)
H (-8.3652, -1.9023, 4.8286)
H (-8.7948, -0.7119, 3.5653)
H (-6.7837, -1.7669, 3.1424)
H (-4.5459, -1.8684, 2.2088)
H (-0.6650, 0.0021, -1.7046)
H (-2.2869, 1.9744, -1.7492)
H (-2.0022, -0.9237, 5.7665)
H (0.5498, -1.6711, 6.0830)
H (4.0198, 4.2386, -0.7914)
H (6.1126, 5.5272, -0.9069)
H (9.7359, 6.1799, 1.4966)
H (9.3612, 4.5006, 1.9374)
H (8.5375, 5.8535, 2.7674)
H (7.3187, 3.8934, 2.8662)
H (5.2496, 2.6015, 2.9699)
C (-1.7988, -5.6081, -1.5134)
C (-2.5566, -4.3170, -1.3835)
O (-1.6038, -3.2339, -1.0522)
P (-1.4786, -2.5331, 0.3284)
S (-2.8324, -0.9745, 0.2966)
S (0.4058, -1.9312, 0.6492)
O (-1.9160, -3.6267, 1.3551)
C (-1.5951, -3.6285, 2.7898)
C (-1.1101, -4.9995, 3.1700)
H (-2.4782, -6.3875, -1.8617)
H (-1.3843, -5.9167, -0.5538)
H (-0.9911, -5.5118, -2.2380)
H (-3.3171, -4.3624, -0.6058)
H (-3.0145, -4.0016, -2.3163)
H (-2.5136, -3.3487, 3.3030)
H (-0.8403, -2.8659, 2.9724)
H (-1.8793, -5.7521, 3.0007)
H (-0.8559, -5.0042, 4.2315)
H (-0.2202, -5.2696, 2.5994)
C (1.1639, -0.1941, -3.0592)
Sb (2.0003, 0.2895, -1.1701)
C (3.3639, -1.3233, -1.1141)
C (3.1391, 1.9323, -1.8595)
H (2.0161, -0.3165, -3.7287)
H (0.5310, 0.6127, -3.4224)
H (0.6007, -1.1260, -3.0242)
H (4.2115, -1.0376, -1.7362)
H (2.8543, -2.1832, -1.5432)
H (3.6949, -1.5485, -0.1060)
H (3.2429, 1.7974, -2.9352)
H (4.1146, 1.9412, -1.3793)
H (2.6172, 2.8632, -1.6504)